1.
Molecular formula: C20H14BrCl3GeN5PdS
Method: DFT, ωB97M-V/def2-TZVPD

Structure (XYZ):
```
46
Properties=species:S:1:pos:R:3:forces:R:3
Pd 0.4442 0.9254 -0.1490 0.1 -0.3 2.0
C -1.6486 -0.8092 -2.1827 0.2 0.1 -0.2
C -2.2023 -0.8123 -0.8031 -0.3 -0.2 0.5
C -3.4809 -1.3626 -0.5793 0.0 0.0 0.2
C -3.9658 -1.4662 0.6939 0.2 0.1 -0.1
C -3.1636 -1.0367 1.7753 0.5 0.2 -0.3
C -3.5713 -1.1658 3.1198 0.0 0.0 0.0
C -2.7569 -0.7505 4.1536 0.3 0.2 0.2
C -1.5030 -0.2242 3.8826 -0.2 -0.1 0.3
C -1.0471 -0.0943 2.5664 0.9 0.3 -0.5
S 0.5567 0.4395 2.2985 -0.8 0.1 -1.9
C -1.8921 -0.4737 1.4753 -1.1 -0.5 -0.3
N -1.4670 -0.3547 0.1985 0.1 0.0 -0.1
H -1.6896 -1.8254 -2.5789 0.0 0.0 -0.1
H -0.6149 -0.4514 -2.2018 -0.3 -0.2 -0.1
H -2.2558 -0.1917 -2.8479 0.0 0.0 0.0
H -4.0454 -1.7096 -1.4297 -0.1 -0.1 0.0
H -4.9438 -1.8868 0.8778 -0.1 0.0 0.1
H -4.5341 -1.6022 3.3370 -0.1 0.0 0.0
H -3.0800 -0.8372 5.1791 -0.1 0.0 0.1
H -0.8573 0.0932 4.6863 0.1 0.0 0.1
C 2.6007 -4.3041 -1.9313 0.0 -0.1 -0.2
C 2.7906 -2.9020 -1.4738 0.0 0.5 0.3
C 4.0544 -2.3065 -1.4561 -0.3 0.1 0.0
C 4.2068 -1.0051 -1.0122 -0.1 0.3 0.0
C 3.0681 -0.3262 -0.6239 0.1 0.1 0.0
Br 3.1746 1.4889 -0.0078 0.8 -0.4 -0.1
N 1.8503 -0.8553 -0.6610 0.1 0.9 0.2
C 1.7133 -2.1165 -1.0629 0.3 -0.4 -0.2
H 3.3947 -4.9434 -1.5476 -0.1 -0.1 0.0
H 2.6517 -4.3375 -3.0213 0.0 -0.1 0.0
H 1.6340 -4.6945 -1.6244 0.0 -0.1 0.0
H 4.9198 -2.8521 -1.8000 0.1 -0.1 0.0
H 5.1640 -0.5105 -0.9788 0.1 -0.1 0.0
H 0.7089 -2.5194 -1.0837 -0.1 0.0 0.1
N -0.0745 3.0233 0.5544 -0.4 -0.8 -0.7
C 0.5296 3.9627 0.8814 -0.2 0.6 0.1
C 1.2966 5.0573 1.2165 -0.2 -0.4 -0.4
C 2.5566 5.1287 0.6046 0.0 0.0 0.0
N 3.5755 5.1449 0.0749 0.5 0.0 -0.3
C 0.8657 6.0680 2.0810 -0.1 -0.1 0.1
N 0.5189 6.9186 2.7695 -0.2 0.4 0.4
Cl -0.6013 5.0707 -2.4042 -0.3 -0.5 0.0
Ge -1.2793 3.0294 -2.3329 1.1 0.7 -0.5
Cl 0.6908 1.8501 -2.4516 -0.7 -0.1 0.4
Cl -2.2919 2.5273 -4.1803 0.2 0.1 1.0
```
Forces are in eV/Å.

Calculated values
HOMO energy (alpha / beta) in eV: -14.15 / -14.15
2S+1: 2
Total charge: +2
Energy above the lowest of the compared OMol25 structures with the same formula, charge and spin in kcal per mole: 68.4
E in eV: -206840.4289
Maximum force in eV Å⁻¹: 2.03
Kohn-Sham gap (alpha / beta) in eV: 3.473 / 3.470
Lowest unoccupied orbital energy (alpha / beta) in eV: -10.6751 / -10.6789

2.
Molecular formula: C16H29BeF6INO2PS2Sb
Method: DFT, ωB97M-V/def2-TZVPD

Structure (XYZ):
```
60
Properties=species:S:1:pos:R:3:forces:R:3
Be -0.3664 1.1364 -1.0513 0.6 0.1 0.1
C 1.8791 2.4825 3.5453 -0.1 0.0 -0.1
N 1.4123 1.7416 2.3510 0.0 -0.1 0.1
C 2.4421 1.7694 1.2782 -0.1 0.0 0.1
C 0.0215 2.1897 1.9176 0.1 -0.1 0.1
C 0.0207 3.2206 0.8421 -0.1 0.2 -0.2
C 0.1366 4.5701 1.1661 0.0 0.0 0.1
C 0.1069 5.5340 0.1711 0.0 0.1 0.0
C -0.0502 5.1428 -1.1492 0.0 0.0 -0.1
C -0.1841 3.7968 -1.4682 0.1 0.1 0.1
C -0.1412 2.8014 -0.4872 0.0 -0.1 0.1
H 2.8840 2.1542 3.7989 0.0 0.0 0.0
H 1.2006 2.2786 4.3702 0.0 0.0 0.0
H 1.8827 3.5455 3.3132 0.0 0.0 0.0
H 1.2484 0.7445 2.6258 0.1 0.0 -0.1
H 2.6139 2.8024 0.9862 0.0 0.0 0.0
H 2.0865 1.1866 0.4356 0.0 0.0 0.0
H 3.3477 1.3265 1.6873 0.0 0.0 0.0
H -0.4681 2.5210 2.8332 0.0 0.0 0.0
H -0.4729 1.2806 1.5876 0.0 -0.1 0.0
H 0.2235 4.8768 2.2041 0.0 0.0 0.0
H 0.1854 6.5829 0.4266 0.0 0.0 0.0
H -0.0853 5.8901 -1.9325 0.0 0.0 0.0
H -0.3219 3.5225 -2.5087 0.0 0.0 0.0
C -2.8279 -1.8696 1.1296 0.0 0.0 -0.1
C -2.1112 -3.0657 0.5411 0.1 0.0 0.0
C -2.2475 -3.1667 -0.9635 0.0 0.0 0.0
O -0.6967 -3.1108 0.8956 -0.1 0.0 0.0
P 0.3465 -1.9460 1.1675 -0.1 0.0 -0.1
S 0.1333 -1.1317 2.9341 0.0 0.2 0.2
S 0.4357 -0.7287 -0.4577 0.0 0.1 -0.2
O 1.7071 -2.7442 1.1414 0.0 0.0 0.0
C 2.1202 -3.8563 0.2854 0.0 0.0 0.1
C 1.6219 -5.1559 0.8857 0.0 -0.1 0.0
C 1.7454 -3.6856 -1.1703 0.0 -0.1 -0.1
H -3.8902 -1.9476 0.8897 0.0 0.0 0.0
H -2.4520 -0.9380 0.7046 0.0 0.0 0.0
H -2.7101 -1.8195 2.2093 0.0 0.0 0.0
H -2.4980 -3.9767 1.0019 0.0 0.0 0.0
H -1.7927 -2.3128 -1.4637 0.0 0.0 0.0
H -3.3046 -3.2078 -1.2321 0.0 0.0 0.0
H -1.7696 -4.0736 -1.3349 0.0 0.0 0.0
H 3.2065 -3.8116 0.3762 0.0 0.0 0.0
H 0.5531 -5.2801 0.7179 0.0 0.0 0.0
H 1.8132 -5.1794 1.9579 0.0 0.0 0.0
H 2.1472 -5.9926 0.4218 0.0 0.0 0.0
H 0.6672 -3.7251 -1.3185 0.0 0.0 0.0
H 2.1943 -4.5122 -1.7247 0.0 0.0 0.0
H 2.1143 -2.7505 -1.5868 0.0 0.0 0.0
I -3.4463 1.9968 0.5122 0.0 0.0 0.1
C -2.3724 1.2442 -1.0524 -0.6 0.0 -0.2
H -2.4245 1.8647 -1.9412 0.1 0.0 0.0
H -2.5087 0.1760 -1.1883 0.1 0.0 0.0
F 0.1593 1.0721 -2.5578 -0.3 -0.2 -0.2
Sb -0.5016 0.1755 -4.2967 0.1 0.1 0.3
F -1.5660 -0.8477 -3.1224 -0.1 0.0 -0.1
F 0.8874 -1.0484 -4.0499 0.1 0.0 0.0
F -1.1583 -0.6112 -5.8506 0.0 0.0 0.0
F 0.6485 1.3570 -5.1698 0.0 0.0 0.0
F -1.8249 1.5124 -4.2336 0.0 0.0 0.0
```
Forces are in eV/Å.

Calculated values
HOMO energy (alpha / beta) in eV: -8.71 / -8.74
2S+1: 2
Energy above the lowest of the compared OMol25 structures with the same formula, charge and spin in kcal per mole: 1.3
E in eV: -84958.2572
Maximum force in eV Å⁻¹: 0.63
Kohn-Sham gap (alpha / beta) in eV: 8.801 / 6.299
Lowest unoccupied orbital energy (alpha / beta) in eV: 0.0865 / -2.4376

3.
Molecular formula: C4H8N2O
Method: DFT, ωB97M-V/def2-TZVPD

Structure (XYZ):
```
15
Properties=species:S:1:pos:R:3:forces:R:3
H -1.4047 -1.6752 -0.5767 1.0 1.2 0.4
N -0.4791 -1.2754 -0.2825 -0.9 -0.3 -0.4
C -0.2841 -0.0404 -0.0749 1.5 -0.6 0.9
O -1.0564 1.0314 -0.1293 -0.8 -0.4 -0.6
C -2.4052 0.8596 -0.5588 0.2 2.3 -1.6
C 1.1642 0.3674 0.3587 -0.1 -0.2 -2.4
C 2.1301 -0.1769 -0.7332 0.9 -2.0 0.3
N 1.3987 1.2565 1.2259 0.2 -1.2 0.5
H 2.4143 1.2552 1.3963 -0.3 0.6 -0.3
H -2.6057 0.7161 -1.6478 1.1 0.0 0.4
H -2.7868 1.8531 -0.3416 -0.6 -0.2 0.2
H -2.9562 0.1055 -0.1052 -0.6 -1.4 1.5
H 1.8843 0.3430 -1.6579 0.0 0.2 0.0
H 3.2454 -0.1594 -0.5869 -1.1 0.7 0.4
H 1.9848 -1.2743 -0.9913 -0.4 1.3 0.6
```
Forces are in eV/Å.

Calculated values
HOMO energy in eV: -9.76
Energy above the lowest of the compared OMol25 structures with the same formula, charge and spin in kcal per mole: 62.2
E in eV: -9303.6938
Maximum force in eV Å⁻¹: 2.80
Kohn-Sham gap in eV: 10.612
Structure (SMILES): [H]/N=C(OC)/C(C)=N/[H]
Lowest unoccupied orbital energy in eV: 0.8567

4.
Molecular formula: C6H8N2S2
Method: DFT, ωB97M-V/def2-TZVPD

Structure (XYZ):
```
18
Properties=species:S:1:pos:R:3:forces:R:3
H 1.3462 1.2812 2.7047 -0.4 0.0 0.1
N 2.2196 1.0582 2.2518 -1.1 0.6 0.3
C 2.0781 0.6434 1.0445 1.0 -0.3 1.9
N 3.3238 0.4479 0.5174 1.7 -0.7 -2.2
C 0.8166 0.2742 0.3657 -0.2 0.7 -0.6
C 0.7073 -0.3811 -0.8370 -1.5 0.3 1.4
C -0.6918 -0.6061 -1.1847 2.4 1.9 1.8
C -1.5479 0.0456 -0.3438 0.3 0.2 -0.9
C -3.0033 0.1073 -0.6643 0.4 -1.1 -1.4
S -3.6835 -1.5248 -0.0929 0.3 -0.3 0.1
S -0.7695 0.8427 0.9573 1.2 -0.8 -0.4
H 3.5842 -0.1714 -0.2711 -0.7 0.8 1.0
H 4.1095 0.7936 1.1070 -1.3 -0.6 -0.7
H 1.6038 -0.6001 -1.3870 -0.1 -0.5 -0.3
H -0.9834 -1.0315 -2.0729 -0.8 -1.1 -1.8
H -3.5242 0.9353 -0.1830 -0.1 -0.3 -0.1
H -3.0876 0.1459 -1.8212 -0.1 0.2 2.1
H -2.4978 -2.2603 -0.0903 -1.1 0.9 -0.1
```
Forces are in eV/Å.

Calculated values
HOMO energy in eV: -8.62
Energy above the lowest of the compared OMol25 structures with the same formula, charge and spin in kcal per mole: 23.8
E in eV: -31001.4269
Maximum force in eV Å⁻¹: 3.56
Kohn-Sham gap in eV: 8.924
Structure (SMILES): [H]/N=C(/N)c1ccc(CS)s1
Lowest unoccupied orbital energy in eV: 0.2999